Density functional theory data (ωB97M-V/def2-TZVPD) for C37H93BeN6O12 as an isolated structure in a non-equilibrium geometry.

Geometry as XYZ:
```
149
Properties=species:S:1:pos:R:3:lowdin_charge:R:1
Be 3.38795 0.31204 -2.26111 1.055
C -1.14290 -0.77007 -2.87169 -0.067
C -0.37516 0.55780 -2.67048 -0.542
C -0.41943 0.85992 -1.17864 -0.097
O 0.97613 0.45723 -3.07001 -0.284
H -0.93442 -1.64465 -2.25546 0.061
H -1.05420 -1.16623 -3.88327 0.057
H -2.21251 -0.58483 -2.77309 0.075
H -0.92941 1.34974 -3.17421 0.117
H -0.04540 0.07457 -0.52182 0.037
H -1.47304 0.98238 -0.92761 0.068
H 0.15522 1.70356 -0.79635 0.067
C -0.17128 1.45444 2.33884 -0.088
O 0.52351 1.44036 3.59944 -0.191
C -0.31363 0.91129 4.69186 -0.213
C 0.25207 1.37862 5.94644 -0.225
N 1.65297 0.90049 5.96106 -0.049
C 2.33703 1.69872 6.97807 -0.185
C 2.76833 3.11429 6.33971 -0.126
O 3.84320 2.94088 5.33522 -0.236
C 5.20570 3.01874 5.62105 -0.130
H -0.74030 0.52668 2.27898 0.073
H 0.56641 1.50781 1.53818 0.061
H -0.96880 2.19150 2.24494 0.096
H -0.33779 -0.17836 4.67842 0.113
H -1.39117 1.07313 4.66320 0.129
H -0.31484 1.01199 6.80219 0.133
H 0.26340 2.46820 5.97479 0.110
H 2.16892 1.17695 5.13798 0.076
H 3.21691 1.19290 7.37563 0.106
H 1.71122 1.90280 7.84686 0.110
H 3.26628 3.71663 7.09953 0.106
H 1.92822 3.72381 6.00684 0.107
H 5.78949 2.91060 4.70694 0.079
H 5.49947 2.14666 6.20524 0.086
H 5.48525 4.00222 5.99883 0.088
C -6.13290 -5.18852 -2.86321 -0.050
O -6.14872 -4.37724 -4.12982 -0.186
C -5.75874 -3.03794 -3.99920 -0.270
C -5.03999 -2.55199 -5.22771 -0.165
N -4.14439 -3.65240 -5.73617 -0.028
C -2.89396 -3.70714 -5.00046 -0.243
C -2.25678 -5.08047 -4.99950 -0.255
O -3.05241 -5.96447 -4.27625 -0.189
C -2.48621 -7.28412 -4.07125 -0.064
H -5.38113 -4.98781 -2.09989 0.077
H -6.19422 -6.25583 -3.07577 0.083
H -6.98942 -5.02042 -2.21034 0.071
H -5.09413 -2.95079 -3.13968 0.099
H -6.58911 -2.43429 -3.63287 0.122
H -4.43621 -1.69877 -4.91859 0.108
H -5.79406 -2.15742 -5.90873 0.110
H -4.60822 -4.51812 -5.50060 0.081
H -2.94807 -3.41788 -3.95094 0.105
H -2.22104 -2.96903 -5.43689 0.110
H -1.33608 -4.93305 -4.43498 0.110
H -1.99211 -5.35482 -6.02067 0.130
H -2.53748 -7.96789 -4.91856 0.085
H -2.95375 -7.80060 -3.23294 0.086
H -1.43236 -7.09021 -3.87152 0.076
C -1.32454 -1.90138 0.70976 -0.067
O -2.00757 -2.43829 1.92217 -0.211
C -1.08569 -3.21511 2.74989 -0.160
C -1.85548 -3.21733 4.16837 -0.204
N -1.86488 -4.51940 4.80547 -0.096
C -2.49313 -4.46646 6.13952 -0.166
C -1.91453 -3.59046 7.32948 -0.223
O -1.21269 -4.28185 8.29823 -0.207
C 0.16080 -4.61673 8.15988 -0.087
H -1.09667 -2.78388 0.11196 0.088
H -0.38608 -1.50966 1.10211 0.033
H -1.83627 -1.08314 0.20309 0.074
H -0.12869 -2.74341 2.97294 0.100
H -0.96954 -4.25596 2.44781 0.111
H -2.86350 -2.80407 4.20335 0.120
H -1.20448 -2.67624 4.85504 0.083
H -2.52365 -5.01850 4.22494 0.102
H -2.19672 -5.41499 6.58733 0.111
H -3.57779 -4.38286 6.07142 0.111
H -2.70385 -3.20221 7.97317 0.124
H -1.38322 -2.70475 6.98114 0.102
H 0.67563 -3.66684 8.30395 0.085
H 0.49031 -5.11734 7.24943 0.084
H 0.38227 -5.30662 8.97420 0.088
C -4.42186 3.15026 -0.46375 -0.096
O -3.39879 4.09389 -0.78973 -0.177
C -2.70843 3.78164 -1.98811 -0.210
C -1.61428 4.85312 -2.12246 -0.222
N -2.19581 6.20574 -1.92958 -0.033
C -1.03719 7.05199 -1.85501 -0.234
C -0.27042 7.24039 -0.55503 -0.164
O 1.08328 7.73446 -0.94468 -0.224
C 1.99982 7.99529 0.10557 -0.119
H -4.15503 2.12902 -0.19176 0.073
H -5.22524 2.87053 -1.14525 0.089
H -4.77775 3.62493 0.45065 0.093
H -3.23262 3.80341 -2.94354 0.130
H -2.13969 2.85180 -1.99346 0.084
H -1.30648 4.81324 -3.16734 0.115
H -0.73332 4.67404 -1.50607 0.095
H -2.76575 5.93385 -1.14133 0.094
H -1.39593 8.03396 -2.16346 0.121
H -0.34135 6.70872 -2.62056 0.113
H -0.00949 6.37032 0.04747 0.104
H -0.87814 7.82561 0.13512 0.119
H 1.56428 8.73910 0.77275 0.085
H 2.88948 8.45211 -0.32794 0.087
H 2.20791 7.06395 0.63227 0.074
C 2.69389 4.08355 -1.14021 -0.105
O 3.36939 3.24950 -2.00474 -0.224
C 3.50346 3.87918 -3.26903 -0.195
C 4.22209 2.93256 -4.24943 -0.173
N 3.44122 1.71527 -4.45261 -0.053
C 3.94753 0.79580 -5.50137 -0.159
C 3.06418 -0.43368 -5.66466 -0.213
O 3.36235 -1.32248 -4.62051 -0.213
C 2.33618 -2.29835 -4.47751 -0.105
H 1.66068 4.18724 -1.47162 0.088
H 3.32003 4.97513 -1.10640 0.102
H 2.53896 3.65611 -0.14956 0.085
H 4.03309 4.81639 -3.09806 0.131
H 2.56067 4.16638 -3.73461 0.133
H 5.15919 2.70865 -3.73972 0.119
H 4.50644 3.26846 -5.24663 0.129
H 2.44271 1.86468 -4.42514 0.101
H 4.92647 0.55022 -5.08971 0.123
H 4.18906 1.24459 -6.46488 0.127
H 3.43812 -0.97058 -6.53644 0.132
H 1.98659 -0.30880 -5.77102 0.134
H 1.31700 -1.95231 -4.30538 0.076
H 2.63736 -3.00944 -3.70827 0.077
H 2.25435 -2.98884 -5.31694 0.093
C 2.19308 -3.49700 0.34754 -0.039
C 2.32497 -2.08349 -0.22924 -0.382
C 2.42460 -0.96614 0.83348 -0.187
O 3.16185 0.12555 0.27698 -0.249
C 3.59093 1.05685 1.36781 -0.019
N 3.56605 -2.04999 -1.07127 0.068
H 3.12388 -3.71769 0.87005 0.088
H 1.97885 -4.28910 -0.36994 0.091
H 1.47250 -3.58266 1.16088 0.067
H 1.47068 -1.88088 -0.87518 0.118
H 2.94152 -1.36528 1.70616 0.135
H 1.46400 -0.68491 1.26504 0.097
H 4.57140 0.66324 1.63586 0.095
H 2.99444 1.24991 2.25946 0.091
H 3.82914 2.06349 1.02426 0.076
H 3.68717 -2.99523 -1.40585 0.083
H 4.32462 -1.90075 -0.42135 0.083
```

E_tot = -73767.2401 eV
Maximum force = 3.9 eV/Å
Net charge = +1
Frontier orbital gap = 0.184 Eh


Density functional theory data (ωB97M-V/def2-TZVPD) for C37H93F3N3O14Y as an isolated structure in a non-equilibrium geometry.

Geometry as XYZ:
```
151
Properties=species:S:1:pos:R:3:lowdin_charge:R:1
Y -4.91266 -2.37641 -4.58909 2.036
C -1.75801 -2.12539 -2.85190 -0.363
O -1.94089 -0.70213 -2.86710 -0.139
O -2.91065 -2.64224 -3.37139 -0.258
C -0.43805 -2.50025 -3.55726 -0.530
F 0.59771 -2.10023 -2.82311 0.175
F -0.33994 -3.84920 -3.70056 0.125
F -0.29302 -1.95717 -4.77595 0.151
C -1.05411 0.09370 -2.02560 -0.176
C -1.51136 1.53972 -2.08236 -0.048
H -1.06580 2.06327 -1.23758 0.078
H -1.28184 2.08636 -2.99361 0.080
H -2.59887 1.56529 -1.94228 0.068
H -0.06749 0.13299 -2.49108 0.097
H -1.04377 -0.32623 -1.02308 0.121
H -1.66466 -2.38702 -1.79283 0.140
O -4.07715 -0.22959 -4.30872 -0.136
H -3.94957 0.38923 -5.05508 0.109
H -3.23851 -0.14318 -3.73681 0.077
O -4.92057 1.47214 -0.46232 -0.047
H -5.32055 1.97837 -1.17981 0.041
H -5.36207 0.61442 -0.48274 0.029
O -5.38923 -4.15914 -3.07425 -0.097
H -5.28008 -4.42516 -2.14776 0.096
H -5.64306 -4.97504 -3.54154 0.103
O -1.32489 -0.06283 -6.78545 -0.038
H -1.54253 -0.86207 -7.27601 0.031
H -0.73325 -0.35246 -6.08709 0.013
O 0.58042 -4.45963 -6.40658 -0.036
H 0.48674 -4.31512 -5.45381 0.003
H -0.28818 -4.27957 -6.77622 0.015
O -4.01724 -4.53163 -5.41287 -0.081
H -3.16260 -4.88484 -5.09238 0.116
H -4.03956 -4.75006 -6.36287 0.113
O -3.05195 -5.26982 -1.70427 -0.032
H -2.81072 -4.37149 -1.98378 0.003
H -3.80573 -5.15431 -1.11415 0.036
C 4.43185 -3.13353 4.35636 -0.042
C 3.24540 -2.13509 4.33441 -0.509
C 3.92400 -0.80343 4.67143 -0.140
C 3.02295 0.39644 4.33107 -0.160
C 2.68938 0.32251 2.82770 -0.132
C 1.99249 -0.97485 2.44855 -0.496
N 2.75503 -2.11525 2.95723 -0.103
O 2.14977 -3.36457 2.62516 -0.023
C 0.52542 -0.91317 2.92880 -0.022
C 2.05443 -1.10518 0.91718 -0.037
C 2.21911 -2.58520 5.38237 -0.018
H 5.12328 -2.98725 3.52653 0.086
H 4.08289 -4.16776 4.27165 0.079
H 4.99231 -3.08439 5.29065 0.089
H 4.17294 -0.74009 5.73627 0.123
H 4.92570 -0.67997 4.25245 0.121
H 3.48197 1.37886 4.45212 0.114
H 2.17597 0.33295 5.01639 0.105
H 3.56677 0.61138 2.25081 0.124
H 1.96797 1.13714 2.69196 0.096
H 0.40091 -0.33421 3.84645 0.065
H -0.12486 -0.49078 2.15886 0.058
H 0.07979 -1.86749 3.22375 0.075
H 3.06850 -1.10236 0.51636 0.088
H 1.65201 -2.02674 0.47852 0.063
H 1.41192 -0.30716 0.52596 0.071
H 2.66792 -2.55773 6.37408 0.091
H 1.84882 -3.58653 5.16271 0.081
H 1.31472 -1.97106 5.40243 0.070
H 2.85110 -3.67905 2.04240 0.097
C -2.94964 1.82324 2.43037 -0.016
C -2.55347 2.76584 3.58333 -0.506
C -1.09357 2.63799 3.97538 -0.137
C -0.07907 3.23710 2.99962 -0.184
C -0.42463 4.68467 2.73182 -0.136
C -1.88025 4.84268 2.25658 -0.491
N -2.80370 4.17230 3.23761 -0.104
O -4.15603 4.39763 2.92101 -0.011
C -2.22112 6.33449 2.43256 -0.047
C -1.99192 4.52403 0.77428 -0.042
C -3.32617 2.44705 4.87367 -0.033
H -2.56658 2.29667 1.52580 0.049
H -4.00029 1.72548 2.15022 0.078
H -2.53461 0.82252 2.57232 0.069
H -0.88144 3.12464 4.92836 0.131
H -0.85184 1.57389 4.01369 0.100
H -0.15784 2.67086 2.06037 0.099
H 0.93819 3.09121 3.36441 0.106
H 0.22487 5.16793 1.99627 0.121
H -0.22824 5.24832 3.64960 0.126
H -3.22464 6.53712 2.04474 0.081
H -2.17957 6.66245 3.46963 0.092
H -1.59707 6.99455 1.82456 0.089
H -3.03648 4.48060 0.44899 0.089
H -1.56190 5.34417 0.19854 0.087
H -1.54133 3.56351 0.52232 0.044
H -2.95559 1.52029 5.32848 0.084
H -4.38016 2.19818 4.73231 0.079
H -3.19662 3.22831 5.61945 0.090
H -4.35348 5.20438 3.40939 0.104
C 2.90058 0.46671 -3.07654 -0.040
C 2.99829 1.98982 -3.15578 -0.508
C 1.58435 2.48358 -2.76902 -0.159
C 1.52453 3.98720 -2.46691 -0.165
C 2.54842 4.30181 -1.38875 -0.141
C 3.98488 3.88528 -1.67361 -0.523
N 3.95466 2.52414 -2.19165 -0.102
O 5.25580 2.00739 -2.40057 0.001
C 4.68712 4.88966 -2.61094 -0.012
C 4.67979 3.88909 -0.31775 -0.035
C 3.28035 2.42397 -4.59436 -0.021
H 2.11334 0.07575 -3.72028 0.067
H 2.76473 0.20167 -2.02350 0.080
H 3.80738 -0.05952 -3.39092 0.091
H 0.81652 2.13703 -3.46663 0.099
H 1.27862 1.98903 -1.83708 0.103
H 0.50710 4.24696 -2.16011 0.104
H 1.67416 4.57826 -3.37391 0.110
H 2.19775 4.05635 -0.38597 0.115
H 2.51407 5.39959 -1.43547 0.126
H 4.23412 4.97007 -3.60184 0.073
H 4.77040 5.86588 -2.14111 0.089
H 5.66035 4.45440 -2.85302 0.086
H 4.56363 4.87289 0.14823 0.092
H 4.18827 3.19763 0.36760 0.079
H 5.75509 3.72085 -0.36539 0.087
H 4.31344 2.29603 -4.91500 0.091
H 3.01341 3.45799 -4.82183 0.072
H 2.62996 1.82165 -5.23848 0.080
H 5.25648 1.19654 -1.87961 0.104
C -3.12862 -3.62040 2.38319 -0.035
C -3.69049 -2.33074 1.82602 -0.478
C -2.79848 -1.66152 0.80398 -0.055
O -4.95518 -2.50168 1.16355 -0.071
H -2.11970 -3.45258 2.76914 0.081
H -3.05867 -4.37928 1.60153 0.075
H -3.67452 -3.97825 3.25686 0.088
H -3.83738 -1.58617 2.61878 0.141
H -2.83929 -2.23343 -0.13089 0.060
H -1.75603 -1.68047 1.13430 0.069
H -3.03179 -0.60782 0.64971 0.069
H -5.60796 -2.84793 1.78280 0.092
C 2.17201 -5.06408 -1.42188 -0.046
C 1.34750 -5.55695 -0.25070 -0.476
C -0.14038 -5.13085 -0.27956 -0.044
O 1.42767 -6.96268 -0.14707 -0.030
H 1.92246 -5.57097 -2.35791 0.081
H 3.19916 -5.33260 -1.17642 0.091
H 1.99125 -3.99707 -1.56593 0.063
H 1.71220 -5.10562 0.67354 0.117
H -0.43121 -4.23936 0.28866 0.065
H -0.86317 -5.92912 -0.13446 0.073
H -0.39345 -4.72052 -1.27615 0.036
H 1.16390 -7.36940 -0.97791 0.093
```

E_tot = -82189.8447 eV
Maximum force = 5.9 eV/Å
Net charge = +2
Frontier orbital gap = 0.063 Eh